Entry from the Open Molecules 2025 dataset: an isolated molecule of C6H4O (the ωB97M-V functional and the def2-TZVPD basis).

Each line ends with the natural charge from an NBO analysis.
CARTESIAN COORDINATES (ANGSTROEM)
C 0.21 -1.02 -0.30  -0.13
C -1.47 -1.33 -0.25  -0.05
C -1.02 -0.55 -1.19  -0.13
C 0.17 0.23 -1.19  -0.19
C 0.54 0.37 0.26  -0.31
C -0.37 0.92 1.33  0.43
O -1.51 1.26 1.15  -0.47
H 0.88 -1.83 -0.54  0.25
H 0.86 0.37 -2.01  0.25
H 1.59 0.62 0.42  0.24
H 0.11 0.97 2.32  0.12

Properties
Max |F|, eV Å⁻¹: 0.662
Energy above the lowest of the compared OMol25 structures with the same formula, charge and spin, eV: 5.094
HOMO-LUMO gap, eV: 9.649
LUMO energy, eV: 0.36
Electronic energy, eV: -8327.347

---

Entry from the Open Molecules 2025 dataset: C36H47AsN3O4Se2Tc as an isolated structure (the ωB97M-V functional and the def2-TZVPD basis).

Each line ends with the Mulliken charge.
CARTESIAN COORDINATES (ANGSTROEM)
Tc -1.01 -0.22 1.05  0.06
O 0.41 -0.17 6.34  -0.46
C 0.64 1.22 6.08  -1.47
C 0.34 1.57 4.62  2.06
C 0.87 3.01 4.48  -1.01
O 0.30 3.79 3.46  -0.55
C 1.13 0.59 3.74  -0.98
Se 1.25 1.02 1.82  -0.73
C -1.19 1.48 4.45  -1.62
Se -2.02 1.53 2.67  -0.20
H 0.38 -0.29 7.29  0.30
H 1.69 1.46 6.30  0.38
H 0.00 1.83 6.73  0.44
H 1.97 2.94 4.35  0.19
H 0.69 3.56 5.41  0.46
H 0.23 3.22 2.67  0.24
H 0.70 -0.40 3.79  0.28
H 2.16 0.55 4.12  0.52
H -1.63 2.33 4.98  0.36
H -1.53 0.57 4.95  0.60
C 0.75 -2.38 0.05  -1.03
O 0.17 -1.16 -0.29  1.19
H 1.31 -2.78 -0.82  0.16
H 0.00 -3.13 0.34  0.16
H 1.45 -2.30 0.89  0.12
C -0.17 3.67 -2.64  -0.85
C -1.19 3.59 -1.51  -0.79
C -1.16 2.31 -0.82  0.26
N -1.19 1.31 -0.24  0.24
H -0.23 4.64 -3.15  0.44
H -0.36 2.88 -3.38  0.17
H 0.84 3.53 -2.26  0.23
H -2.20 3.76 -1.89  0.31
H -0.99 4.37 -0.77  0.27
C -4.14 -2.27 -0.76  -1.56
C -3.89 -1.02 0.11  1.54
C -5.12 -0.66 0.96  -1.75
C -3.72 0.14 -0.87  -1.99
N -2.68 -1.20 0.93  0.54
H -5.01 -2.10 -1.41  0.44
H -4.33 -3.17 -0.19  0.25
H -3.26 -2.44 -1.39  0.22
H -5.95 -0.37 0.31  0.51
H -4.86 0.18 1.60  0.23
H -5.45 -1.48 1.60  0.38
H -4.63 0.21 -1.49  0.65
H -2.86 -0.01 -1.52  0.08
H -3.60 1.08 -0.33  0.23
C 5.02 -2.83 -0.95  -0.55
C 4.57 -2.72 -2.26  -0.55
C 3.63 -1.75 -2.59  -0.08
C 3.13 -0.90 -1.61  0.14
C 3.57 -1.02 -0.30  -0.25
C 4.52 -1.99 0.03  -0.56
As 1.86 0.55 -1.98  0.54
C 0.82 -0.26 -3.45  0.05
C 1.26 -0.39 -4.77  -0.08
C 0.44 -0.94 -5.75  -0.82
C -0.84 -1.36 -5.42  -0.62
C -1.29 -1.25 -4.11  -0.54
C -0.47 -0.70 -3.13  0.49
C 3.13 1.57 -3.13  0.24
C 2.70 2.40 -4.17  -0.34
C 3.58 3.22 -4.86  -0.80
C 4.92 3.25 -4.52  -0.45
C 5.37 2.45 -3.48  -0.64
C 4.49 1.62 -2.80  -0.80
H 5.75 -3.59 -0.69  0.30
H 4.95 -3.38 -3.02  0.35
H 3.29 -1.67 -3.61  0.25
H 3.13 -0.39 0.48  0.14
H 4.84 -2.08 1.06  0.42
H 2.26 -0.05 -5.04  0.37
H 0.81 -1.03 -6.76  0.37
H -1.48 -1.79 -6.18  0.35
H -2.28 -1.58 -3.84  0.46
H -0.79 -0.66 -2.10  -0.03
H 1.65 2.38 -4.46  0.44
H 3.21 3.84 -5.67  0.37
H 5.61 3.90 -5.05  0.35
H 6.42 2.46 -3.20  0.39
H 4.86 1.00 -1.99  0.37
O -0.56 -1.75 2.44  -0.56
N -1.78 -2.20 2.87  0.10
C -2.66 -2.46 1.76  0.57
C -3.91 -3.10 2.34  -1.45
C -4.23 -3.01 3.65  0.12
C -3.38 -2.39 4.60  -1.30
C -2.15 -2.01 4.13  -0.10
H -2.16 -3.21 1.13  0.16
H -4.56 -3.64 1.67  0.31
H -5.16 -3.48 3.98  0.34
H -3.64 -2.27 5.64  0.38
H -1.37 -1.57 4.75  0.64

Properties
Charge: -2
Max |F|, eV Å⁻¹: 0.379
Energy above the lowest of the compared OMol25 structures with the same formula, charge and spin, eV: 0.000
HOMO-LUMO gap (alpha / beta), eV: 4.525 / 4.526
LUMO energy (alpha / beta), eV: 4.17 / 4.17
Electronic energy, eV: -244482.792

---

Entry from the Open Molecules 2025 dataset: a 14-piece molecular cluster, C6H41NO13S overall (the ωB97M-V functional and the def2-TZVPD basis).

Each line ends with the natural charge from an NBO analysis.
CARTESIAN COORDINATES (ANGSTROEM)
C 0.21 1.05 -0.97  -0.43
C 1.63 1.61 -1.21  -0.43
C 1.99 1.69 -2.67  -0.49
S 2.50 0.03 -3.37  -0.11
C -0.05 1.12 0.58  -0.21
N -0.19 -0.31 1.06  -0.66
C -0.54 -0.41 2.46  -0.23
C 0.34 0.31 3.49  -0.68
H -0.50 1.78 -1.34  0.20
H -0.05 0.10 -1.34  0.22
H 2.38 1.14 -0.56  0.21
H 1.57 2.60 -0.73  0.22
H 1.08 1.99 -3.24  0.22
H 2.84 2.23 -3.11  0.23
H 1.22 -0.42 -3.50  0.13
H 0.84 1.53 1.10  0.16
H -0.94 1.65 0.93  0.21
H 0.72 -0.71 0.91  0.35
H -0.64 -1.47 2.77  0.20
H -1.56 0.08 2.55  0.18
H 1.33 -0.15 3.64  0.21
H 0.01 0.36 4.57  0.23
H 0.49 1.42 3.39  0.23
H -2.97 -2.94 -0.10  0.51
H -3.12 -2.82 1.47  0.50
O -3.47 -2.53 0.62  -0.97
H -0.59 -3.16 0.34  0.49
H -0.31 -4.53 1.04  0.47
O -0.97 -3.84 0.90  -0.98
H -3.90 -0.89 0.41  0.51
H -3.89 0.30 1.36  0.47
O -4.13 0.07 0.46  -1.01
H 2.43 2.02 1.62  0.48
H 3.64 2.76 1.98  0.47
O 2.67 2.90 1.98  -0.96
H 3.66 -0.60 1.09  0.50
H 2.15 -0.33 1.25  0.48
O 3.02 -0.01 1.49  -0.97
H -1.21 -1.51 -0.58  0.50
H -1.52 -1.12 -2.09  0.52
O -1.31 -1.83 -1.50  -1.02
H -3.50 0.08 -1.84  0.49
H -2.64 1.44 -2.07  0.51
O -2.68 0.48 -2.11  -1.00
H 1.79 -2.88 0.17  0.51
H 1.69 -2.92 1.63  0.47
O 1.94 -2.29 0.95  -0.98
H 4.60 0.62 -0.18  0.46
H 4.88 -0.14 -1.40  0.47
O 5.33 0.09 -0.55  -0.94
H 0.50 -2.57 -1.73  0.53
H 0.03 -4.03 -1.39  0.49
O 0.75 -3.43 -1.17  -1.01
H -0.84 -1.51 -5.05  0.47
H -1.85 -0.48 -4.66  0.48
O -1.52 -1.34 -4.37  -0.94
H -3.63 3.37 -0.51  0.48
H -4.15 1.91 -0.66  0.50
O -3.88 2.70 -1.16  -0.98
H -0.90 4.40 3.37  0.46
H 0.08 3.77 2.63  0.48
O -0.84 3.55 2.92  -0.94

Properties
Max |F|, eV Å⁻¹: 3.192
Energy above the lowest of the compared OMol25 structures with the same formula, charge and spin, eV: 1.490
HOMO-LUMO gap, eV: 9.430
LUMO energy, eV: 0.17
Electronic energy, eV: -45829.687

---

Entry from the Open Molecules 2025 dataset: C4H4CaO2 as an isolated structure (the ωB97M-V functional and the def2-TZVPD basis).

Each line ends with the natural charge from an NBO analysis.
CARTESIAN COORDINATES (ANGSTROEM)
O -2.70 1.31 1.35  -0.29
C -1.56 1.16 1.14  0.75
C -0.74 0.87 0.14  -0.66
C 0.57 0.25 0.30  0.11
C 0.79 -1.19 0.20  -0.08
H 1.33 0.84 0.82  0.26
H 1.64 -1.64 0.71  0.25
H -0.06 -1.84 0.01  0.22
H -1.42 0.85 -0.79  0.28
Ca 0.96 -0.25 -2.95  1.93
O 1.18 -0.37 -0.92  -0.77

Properties
Charge: +2
Max |F|, eV Å⁻¹: 4.908
Energy above the lowest of the compared OMol25 structures with the same formula, charge and spin, eV: 0.194
HOMO-LUMO gap, eV: 6.344
LUMO energy, eV: -10.18
Electronic energy, eV: -26726.022